# 1
Computed, not measured: C20H40FeN6OS as an isolated structure, with the ωB97M-V functional and the def2-TZVPD basis.

Cartesian coordinates (Å):
Fe (-0.032, -0.280, 0.300)
C (-2.013, 1.708, 1.999)
C (-1.375, 0.690, 2.932)
N (-0.014, 0.324, 2.490)
C (1.046, 1.271, 2.903)
C (1.054, 2.612, 2.181)
S (0.997, 2.457, 0.377)
C (-0.530, 3.295, -0.113)
C (-1.693, 2.347, -0.385)
N (-1.795, 1.274, 0.616)
H (-1.590, 2.697, 2.140)
H (-3.075, 1.795, 2.238)
H (-1.972, -0.225, 2.920)
H (-1.376, 1.060, 3.961)
H (0.215, -0.550, 2.955)
H (2.000, 0.772, 2.728)
H (0.980, 1.467, 3.978)
H (1.985, 3.118, 2.431)
H (0.251, 3.273, 2.497)
H (-0.306, 3.848, -1.024)
H (-0.755, 4.039, 0.649)
H (-1.548, 1.863, -1.353)
H (-2.612, 2.938, -0.452)
H (-2.564, 0.684, 0.331)
N (1.761, -0.189, -0.978)
C (3.130, -0.578, -0.509)
C (3.122, -1.985, 0.058)
C (2.351, -2.055, 1.388)
C (1.184, -3.021, 1.332)
N (0.195, -2.511, 0.336)
H (1.577, -0.708, -1.836)
H (1.810, 0.785, -1.253)
H (3.434, 0.138, 0.257)
H (3.834, -0.486, -1.336)
H (4.144, -2.337, 0.191)
H (2.680, -2.651, -0.691)
H (1.944, -1.060, 1.612)
H (3.014, -2.291, 2.221)
H (0.684, -3.102, 2.296)
H (1.525, -4.022, 1.060)
H (-0.673, -3.031, 0.449)
H (0.529, -2.743, -0.595)
C (-5.751, -6.219, 1.083)
C (-5.941, -4.781, 1.537)
N (-5.469, -3.803, 0.540)
C (-6.473, -3.107, -0.271)
C (-7.250, -4.025, -1.201)
C (-4.158, -3.549, 0.511)
O (-3.329, -4.017, 1.290)
C (-3.575, -2.648, -0.552)
C (-3.685, -2.845, -1.922)
C (-2.866, -2.116, -2.770)
C (-1.947, -1.236, -2.226)
N (-1.830, -1.041, -0.904)
C (-2.650, -1.728, -0.103)
H (-6.082, -6.899, 1.867)
H (-4.696, -6.418, 0.891)
H (-6.319, -6.441, 0.181)
H (-5.383, -4.610, 2.455)
H (-6.990, -4.554, 1.731)
H (-5.976, -2.323, -0.840)
H (-7.161, -2.609, 0.416)
H (-6.592, -4.537, -1.906)
H (-7.975, -3.442, -1.770)
H (-7.802, -4.781, -0.645)
H (-4.383, -3.574, -2.317)
H (-2.913, -2.249, -3.843)
H (-1.277, -0.671, -2.863)
H (-2.517, -1.606, 0.969)

Kohn-Sham gap (spin up / spin down): 8.872 / 8.690 eV
Total charge: +2
2S+1: 5

=====

# 2
Computed, not measured: C32H48CeP2 as an isolated structure at a distorted geometry, with the ωB97M-V functional and the def2-TZVPD basis.

Cartesian coordinates (Å):
Ce (-1.381, 1.445, -0.457)
C (0.728, 1.046, 2.388)
C (1.497, 1.633, 1.347)
C (-0.385, 2.954, 1.704)
C (-0.356, 1.897, 2.671)
C (0.770, 2.775, 0.862)
C (0.914, -0.271, 3.040)
H (1.880, -0.726, 2.825)
H (0.160, -0.964, 2.659)
H (0.761, -0.205, 4.124)
C (-1.360, 1.711, 3.738)
H (-0.854, 1.485, 4.682)
H (-1.992, 0.855, 3.490)
H (-2.003, 2.589, 3.838)
C (-1.242, 4.186, 1.685)
H (-1.589, 4.416, 2.702)
H (-2.144, 4.078, 1.066)
H (-0.691, 5.060, 1.292)
C (1.121, 3.812, -0.138)
H (1.311, 4.786, 0.361)
H (0.265, 3.973, -0.812)
H (1.988, 3.539, -0.753)
C (2.912, 1.275, 1.116)
H (3.532, 1.601, 1.968)
H (3.268, 1.776, 0.208)
H (3.062, 0.190, 1.015)
C (0.835, -3.304, 0.550)
C (1.966, -3.636, 1.182)
C (3.326, -3.136, 0.819)
C (3.801, -3.623, -0.587)
C (3.747, -2.664, -1.728)
C (2.842, -1.690, -1.903)
C (1.645, -1.426, -1.006)
C (0.722, -2.649, -0.803)
H (4.034, -3.523, 1.570)
H (3.295, -4.563, -0.873)
H (3.401, -2.047, 0.864)
H (0.855, -3.375, -1.635)
H (-0.147, -3.549, 0.981)
H (1.920, -4.337, 2.031)
H (-0.339, -2.309, -0.870)
H (1.898, -0.994, -0.027)
H (2.936, -0.992, -2.756)
H (1.036, -0.627, -1.463)
H (4.855, -3.920, -0.462)
H (4.492, -2.797, -2.506)
P (-0.919, -0.351, -3.018)
P (-0.885, 2.652, -2.832)
C (-1.271, 0.552, -4.636)
C (-1.779, 1.949, -4.327)
H (-2.012, -0.036, -5.188)
H (-0.359, 0.565, -5.250)
H (-1.621, 2.668, -5.141)
H (-2.852, 1.908, -4.078)
C (-1.327, 4.399, -3.008)
H (-0.778, 4.991, -2.272)
H (-2.399, 4.543, -2.847)
H (-1.059, 4.707, -4.023)
C (0.867, 2.630, -3.429)
H (0.871, 2.801, -4.515)
H (1.378, 1.681, -3.205)
H (1.417, 3.441, -2.931)
C (-2.536, -1.229, -2.920)
H (-2.723, -1.534, -1.884)
H (-2.446, -2.114, -3.563)
H (-3.366, -0.609, -3.282)
C (0.040, -1.719, -3.856)
H (-0.081, -1.683, -4.943)
H (-0.386, -2.663, -3.492)
H (1.118, -1.715, -3.656)
C (-1.572, -0.446, 0.631)
C (-2.036, -0.882, 1.730)
C (-2.463, -1.506, 2.905)
C (-3.515, -1.003, 3.728)
C (-3.731, -1.565, 4.991)
C (-3.006, -2.701, 5.389)
C (-1.977, -3.209, 4.585)
C (-1.710, -2.635, 3.336)
H (-4.151, -0.169, 3.390)
H (-4.464, -1.145, 5.673)
H (-3.247, -3.201, 6.335)
H (-1.384, -4.065, 4.913)
H (-0.929, -3.061, 2.691)

Kohn-Sham gap (spin up / spin down): 5.735 / 5.760 eV
Total charge: +1
2S+1: 2
ΔE to the lowest compared entry with this formula, charge and spin: 1.4 kcal/mol

=====

Q: Which value of total charge does entry 1 give?
A: +2

=====

Q: Which of these has the lowest total charge?
A: C32H48CeP2